[1]
C3H8NO3P in the gas phase, computed with ωB97M-V/def2-TZVPD.

Positions of all 16 atoms, in Å:
H1 -0.5149 2.3023 -1.3945
O1 -2.8670 0.2088 -0.4098
C1 2.4870 -1.4914 0.5985
H2 -1.1835 -0.4276 1.7103
H3 -1.7675 2.7837 -0.2684
H4 -0.5015 -2.1096 -0.2771
P1 -0.4343 0.0528 0.6476
O2 0.7487 0.9090 0.8673
H5 2.4517 -0.3582 0.4389
N1 0.2039 -1.3239 -0.0917
H6 2.7418 -1.8569 -0.4180
H7 -2.1581 2.2912 -2.0250
O3 1.1651 -1.8749 0.9003
C2 -1.5558 2.1355 -1.1584
C3 -1.8255 0.7537 -0.4995
H8 3.0101 -1.9945 1.3795

Cartesian forces, eV/Å:
H 0.3293 -0.2390 0.0140
O -1.7423 -0.8643 -0.3329
C -1.1089 1.8028 -2.6575
H -0.2596 0.1287 0.5601
H -0.1244 -0.0065 -1.0279
H 1.4438 1.3331 0.4031
P 1.1833 0.2780 -1.0720
O -0.7634 0.8481 0.5699
H 0.9154 -1.4707 1.1556
N -0.6760 -2.3757 -0.1197
H 0.1996 -0.3289 0.5880
H -0.7305 0.2845 -0.2631
O -2.3297 -0.0490 -0.4750
C 0.2054 -1.1027 1.8815
C 2.4605 1.4093 0.3041
H 0.9975 0.3523 0.4717

## Properties
LUMO level (eV): 0.16
Relative energy (zero: lowest compared OMol25 entry of this formula, charge and spin) (eV): 3.689
SMILES: CON[P@@H](=O)C(C)=O

[2]
A molecular structure, C22H19BrN4O3RuS, computed with ωB97M-V/def2-TZVPD.

Positions of all 51 atoms, in Å:
H1 -3.7512 4.9738 -0.3628
C1 -0.7058 -2.8925 -3.7232
C2 -0.7772 -1.1414 0.4027
H2 -1.7650 -4.8124 -0.2773
C3 3.4995 1.8505 1.6900
C4 -1.5426 -4.6403 0.7709
C5 2.1621 1.8190 1.3576
N1 -0.8476 -2.4057 -0.0667
N2 1.7766 1.8326 0.0710
H3 5.4924 1.9243 0.8949
H4 1.8128 -4.9558 -2.7772
H5 -1.2004 -0.3001 2.3922
C6 -0.4332 -2.8930 -1.3584
H6 -1.2638 -3.9436 3.6090
C7 4.4356 1.8936 0.6645
N3 -1.2252 -3.2183 0.9557
C8 -1.4237 -2.4804 2.0556
H7 0.6375 -4.1646 -4.7999
H8 -2.4149 -4.8635 1.3768
C9 -1.1077 -2.4339 -2.4760
C10 -1.1456 -1.1571 1.7469
O1 -0.3597 -0.1928 -0.4059
H9 -1.2254 -2.5541 -4.6091
S1 -2.5006 2.1150 -0.6125
Br1 1.8998 1.7979 -2.6188
C11 1.0227 1.7078 2.3380
Ru1 -0.3003 1.7428 -0.2889
C12 0.1041 4.8711 -0.1989
H10 4.7414 1.8998 -1.4806
H11 3.7776 1.8337 2.7349
H12 1.1780 4.7558 -0.1523
C13 4.0307 1.8845 -0.6678
N4 -0.6227 3.7576 -0.3645
C14 2.6734 1.8482 -0.9102
H13 -1.9413 -1.7528 -2.3732
O2 1.1986 1.5728 3.5141
H14 0.0467 6.9907 0.0129
H15 -1.8294 -2.3512 4.1232
C15 0.3391 -3.7996 -3.8267
H16 -2.9183 -3.4301 3.2474
C16 -1.9279 6.1315 -0.1657
H17 1.1434 -4.1104 -0.5475
H18 -2.4362 7.0837 -0.0881
C17 -1.9612 3.7928 -0.4205
H19 -0.6986 -5.2525 1.0808
O3 -0.1757 1.7358 1.7593
C18 0.9995 -4.2489 -2.6908
C19 0.6213 -3.7864 -1.4384
C20 -0.5357 6.0889 -0.1062
C21 -1.8842 -3.0927 3.3305
C22 -2.6716 4.9699 -0.3205

Cartesian forces, eV/Å:
H -0.0016 0.0119 0.0022
C -0.0654 0.0557 0.0726
C 0.1219 0.0259 0.1143
H -0.0268 -0.0473 0.0034
C -0.1367 -0.0103 0.1698
C 0.1542 0.2989 -0.0207
C 0.1949 -0.0192 -0.3093
N 0.1881 -0.3065 -0.3470
N 0.2640 0.1068 0.0862
H -0.0026 -0.0002 0.0146
H 0.0062 -0.0012 -0.0080
H -0.0030 0.0043 0.1162
C -0.1557 0.1451 0.2922
H 0.0050 -0.0170 -0.0091
C 0.0657 0.0041 -0.1411
N -0.1738 -0.1294 -0.1328
C 0.0131 0.0028 0.0572
H 0.0051 -0.0028 -0.0010
H -0.0136 -0.0570 -0.0114
C 0.0231 -0.1440 -0.1622
C 0.0046 0.2731 -0.0615
O -0.1857 0.2710 -0.0021
H 0.0143 -0.0077 -0.0147
S -0.2661 0.2177 -0.0260
Br 0.0802 0.0372 -0.2287
C -0.6893 -0.0272 0.1488
Ru -0.1964 -1.0857 -0.1425
C -0.1942 -0.0609 -0.0026
H -0.0071 0.0007 -0.0132
H 0.0248 0.0008 -0.0092
H 0.0056 0.0423 -0.0045
C -0.0100 -0.0061 0.1500
N 0.3208 0.2889 -0.1073
C -0.0474 0.0293 0.0838
H -0.0050 0.0220 0.0145
O 0.2679 0.0268 -0.0047
H -0.0229 0.0162 -0.0017
H -0.0246 -0.0241 0.0200
C 0.0161 -0.0220 -0.0347
H -0.0092 -0.0082 0.0078
C 0.0340 0.0994 0.0153
H -0.0099 -0.0016 0.0236
H -0.0012 -0.0020 -0.0025
C -0.0743 -0.0317 -0.0709
H -0.0236 -0.0501 -0.0210
O 0.3991 0.0638 0.5706
C 0.0004 0.0149 0.0672
C 0.0931 -0.0220 -0.1544
C 0.0167 -0.0162 0.0103
C 0.0266 0.1610 0.0152
C 0.0006 -0.1201 -0.0111

## Properties
LUMO level (spin up / spin down) (eV): -6.37 / -8.82
Charge: +2
Relative energy (zero: lowest compared OMol25 entry of this formula, charge and spin) (eV): 0.000
Spin multiplicity: 5

[3]
A molecular structure, C37H34BrIN7O4S2Yb, computed with ωB97M-V/def2-TZVPD.

Positions of all 87 atoms, in Å:
C1 -12.9236 18.6105 -6.4476
H1 -9.6285 23.8152 -1.1286
H2 -4.8939 23.7060 -4.6965
S1 -6.3361 22.5152 -0.9680
C2 -5.9957 21.8309 -4.4706
H3 -4.7401 18.7498 -5.2483
O1 -8.4732 18.8665 -0.9706
C3 -12.2562 18.9958 -5.2594
H4 -10.3737 15.4091 -0.8608
H5 -10.9841 21.7026 2.7360
N1 -7.6295 20.0565 -4.2484
H6 -10.1606 18.0878 -8.2833
I1 -11.2931 14.8736 4.1379
C4 -11.4833 24.0219 -1.8586
H7 -13.8881 18.5935 -3.9081
C5 -10.2137 15.6705 2.5530
H8 -11.4530 25.1938 2.8739
C6 -11.8991 25.9013 2.1866
C7 -15.7895 24.4720 -0.8646
Yb1 -9.9831 19.8685 -2.5533
C8 -12.7300 26.9403 2.6055
H9 -12.6780 17.9410 -8.4799
C9 -13.4694 20.8868 0.5432
O2 -10.0159 17.5757 -1.8992
H10 -9.6582 20.9173 0.8033
H11 -3.9229 21.1825 -4.8053
H12 -15.9622 23.3565 -0.9290
H13 -13.5218 21.5987 2.5758
H14 -14.2193 22.9558 -2.4843
C10 -12.1927 18.2696 -7.5576
C11 -10.2103 18.8333 -6.3038
C12 -13.8319 24.0018 -2.4428
S2 -10.9586 23.5924 -3.4039
H15 -9.2586 17.2677 3.6629
H16 -10.7071 13.9927 1.2142
C13 -4.9728 20.8716 -4.7457
N2 -8.9774 21.9597 -1.7510
C14 -7.8649 22.2023 -1.4202
H17 -6.1213 23.7259 -3.3043
H18 -14.5765 25.9810 -1.9257
C15 -13.2482 20.2752 -1.9179
C16 -12.1899 26.5654 -0.1145
C17 -9.3783 16.9868 0.2999
H19 -13.8150 28.7042 1.9712
N3 -12.7653 24.0328 -1.4973
N4 -10.9151 19.0977 -5.1958
H20 -13.3610 24.2454 -3.4115
H21 -12.9831 24.2679 -0.5019
C18 -12.9071 21.2901 1.7076
H22 -8.1048 22.1133 -4.2019
C19 -10.3122 15.0095 1.2943
C20 -11.5000 21.3332 1.8487
C21 -6.6661 19.1922 -4.5205
N5 -11.3056 20.4234 -0.3874
H23 -11.9468 26.5121 -1.1936
N6 -12.4098 19.7860 -2.8773
H24 -13.9718 18.6697 -6.4974
C22 -10.6823 24.6279 0.4668
C23 -7.3036 21.3958 -4.3092
C24 -13.2338 27.8358 1.6750
C25 -8.9920 17.4734 1.5518
O3 -14.4412 20.5380 -2.0966
O4 -9.9476 24.0478 1.2979
C26 -12.6499 20.4493 -0.5340
C27 -13.0374 27.5990 0.3397
H25 -14.5585 20.9568 0.4496
C28 -9.4578 16.8233 2.7132
C29 -5.3628 19.5611 -4.8808
H26 -16.7716 24.9428 -0.7982
C30 -14.9568 24.9671 -2.0723
H27 -15.2808 24.6630 0.1104
N7 -10.5409 24.2669 -0.8962
H28 -9.1509 19.0485 -6.1737
H29 -13.4442 28.3329 -0.4355
H30 -15.6041 25.0571 -2.9645
C31 -10.0370 15.7436 0.1621
H31 -8.4803 18.4369 1.6211
C32 -10.7734 20.8717 0.7693
H32 -6.6003 23.7836 -4.9757
C33 -13.1220 19.3711 -4.0960
C34 -5.8702 23.3637 -4.3567
C35 -11.6249 25.6953 0.8337
C36 -10.8068 18.3470 -7.4840
C37 -9.2512 17.8822 -0.9496
H33 -13.7295 20.2693 -4.3275
Br1 -7.0791 17.3118 -4.4434
H34 -12.9894 27.1772 3.6474

Cartesian forces, eV/Å:
C 1.4995 0.4384 0.7114
H -1.0294 0.3331 0.4003
H 0.0290 0.1117 0.2534
S -0.6093 -0.0397 0.0129
C -0.0762 0.6334 0.1329
H 0.3060 0.3575 0.3507
O -0.5468 0.8185 -0.5004
C -0.1905 0.0005 -0.5826
H 0.6852 0.2978 1.2952
H -0.2791 -0.1159 -0.3144
N -0.2342 0.9526 0.3125
H 0.3070 -0.1497 -0.7469
I 0.1340 -0.1406 0.2565
C 0.1158 -0.6169 -0.3424
H 0.4881 0.1041 0.0984
C 0.7019 -0.7528 -0.6954
H -0.0409 0.1418 0.1556
C -0.4659 -0.1432 0.3536
C 0.3825 -0.7798 0.3229
Yb -0.8647 -0.1157 0.3619
C 0.2161 0.3734 0.5010
H 0.1291 0.1454 0.3102
C -0.6220 -0.5154 -1.5648
O -0.2776 1.2247 -1.0360
H -1.0283 -0.1752 -0.1332
H -0.5009 -0.1549 -0.2889
H 0.2110 1.1222 -0.0371
H 0.2647 -0.1453 -0.7589
H 0.0713 0.6763 -0.2282
C 0.3617 -0.3005 -0.2723
C -0.5398 -0.3861 -0.2896
C -0.7556 -0.5483 -0.7397
S -0.2510 0.3018 -0.0331
H -0.1358 0.0879 0.5388
H -0.1538 0.5236 0.1634
C -0.9272 1.3189 0.4236
N 0.4742 -1.1373 -0.1359
C 0.1929 -0.2640 0.1898
H 0.7032 -0.6481 -1.3071
H 0.1155 -0.0583 0.2215
C 0.3967 -1.0558 -1.1974
C -0.2677 0.6540 0.1118
C -0.0202 0.5587 -0.6118
H 0.0239 -0.2092 0.1249
N 0.5190 0.5931 1.9620
N -0.6991 0.4221 0.6623
H -0.4988 -0.1267 0.3205
H 0.1633 -0.4145 -1.4486
C 1.2427 0.5866 2.1076
H -0.1122 -0.0875 0.1710
C -0.6173 0.4857 0.7445
C -0.8234 -0.4044 -0.5385
C -0.2067 0.3169 -0.1826
N -0.5954 0.0455 -0.4213
H -0.1961 -0.1133 0.8910
N 0.9651 -0.4152 0.9352
H -1.2058 -0.1421 0.1441
C 2.0616 -2.2128 0.8635
C 0.7076 -1.9615 -0.2424
C -0.4918 -0.1956 0.0296
C -0.6302 -0.2168 -0.1546
O 0.0813 0.0127 0.4162
O -1.6932 1.6550 -1.7739
C 0.3364 1.3363 0.8547
C 0.5631 0.7943 -2.5130
H 0.5182 -0.2678 -0.3735
C -0.0959 0.0162 -1.3710
C -0.2880 -0.9834 0.0987
H 0.1083 0.0964 -0.0842
C -0.6588 -0.3316 -0.2878
H -0.2282 -0.1030 -0.6255
N 1.0085 0.0520 0.6052
H -0.1000 -0.3773 -0.4557
H 0.5467 -1.1550 1.1940
H 0.1305 -0.2172 0.3937
C 0.3118 0.3923 -0.9145
H -0.0318 -0.4110 -0.0522
C 1.4434 0.0373 -0.1672
H -1.1126 0.7367 -1.1420
C -0.2731 1.4225 1.0289
C 1.0507 -1.1226 1.6176
C -0.5195 0.9425 -0.2713
C 0.5994 0.7652 1.4750
C 0.2045 -1.7983 1.7173
H 0.0631 -0.4619 -0.6481
Br -0.0404 0.7180 -0.0029
H 0.5005 -0.6314 -0.3487

## Properties
LUMO level (spin up / spin down) (eV): -0.32 / -0.60
Spin multiplicity: 2

E per entry: -740.85697; -4361.02869; -6941.57965 Eh